# 1
C33H52AuBF4N3Si4Te | wB97M-V/def2-TZVPD

Values from the calculation:
Kohn-Sham gap (spin up / spin down) (eV): 6.261 / 4.475
Energy relative to the best compared isomer or geometry (same formula, charge and spin) (kcal per mole): 2.6
E_HOMO (spin up / spin down) (Eh): -0.1451 / -0.1415
Net charge: -1
LUMO (spin up / spin down) (eV): 2.31 / 0.62
2S+1: 3

Each line ends with the Mulliken charge.
CARTESIAN COORDINATES (ANGSTROEM)
Au  -0.932  0.545  0.383  0.913
C  -3.307  4.609  1.610  -0.851
C  -2.616  3.635  0.872  -0.620
N  -1.663  2.894  1.380  0.282
C  -1.299  3.091  2.655  -0.620
C  -1.926  4.037  3.480  1.646
C  -2.965  4.799  2.922  -0.947
C  -1.487  4.214  4.835  -0.921
C  -0.440  3.516  5.317  -0.935
C  0.255  2.571  4.488  0.978
C  1.390  1.876  4.939  -0.960
C  2.031  1.013  4.091  -0.879
C  1.495  0.822  2.809  -0.458
N  0.417  1.429  2.379  0.732
C  -0.184  2.325  3.179  0.528
H  -4.082  5.196  1.136  0.411
H  -2.844  3.464  -0.173  0.405
H  -3.470  5.540  3.532  0.404
H  -2.006  4.935  5.455  0.402
H  -0.094  3.663  6.332  0.407
H  1.754  2.046  5.945  0.411
H  2.924  0.482  4.387  0.481
H  1.971  0.150  2.105  -0.064
C  5.803  -0.361  -2.623  -1.091
Si  4.199  0.539  -2.183  0.201
C  3.997  1.978  -3.367  -0.860
C  4.395  1.229  -0.447  -0.557
Si  2.238  -0.782  -2.236  0.073
Te  0.680  1.060  -1.574  -0.452
Si  2.574  -2.694  -0.932  0.557
C  3.105  -2.292  0.825  -0.726
C  1.091  -3.838  -0.788  -0.883
C  3.948  -3.707  -1.739  -1.072
Si  1.765  -1.404  -4.448  0.381
C  1.166  0.087  -5.418  -1.126
C  3.307  -2.066  -5.318  -1.038
C  0.450  -2.747  -4.602  -1.074
H  6.611  0.376  -2.630  0.359
H  5.775  -0.836  -3.603  0.266
H  6.061  -1.125  -1.888  0.286
H  4.904  2.588  -3.357  0.349
H  3.164  2.612  -3.065  0.237
H  3.827  1.642  -4.391  0.227
H  5.228  1.937  -0.426  0.400
H  4.596  0.446  0.287  0.213
H  3.496  1.768  -0.148  -0.083
H  2.342  -1.693  1.322  -0.145
H  4.045  -1.744  0.864  0.292
H  3.222  -3.221  1.390  0.467
H  0.286  -3.388  -0.210  0.130
H  1.413  -4.750  -0.277  0.404
H  0.682  -4.119  -1.758  0.212
H  4.862  -3.136  -1.893  0.232
H  3.629  -4.089  -2.710  0.227
H  4.182  -4.567  -1.105  0.383
H  1.965  0.812  -5.571  0.273
H  0.361  0.600  -4.891  0.298
H  0.797  -0.227  -6.398  0.368
H  4.117  -1.338  -5.315  0.235
H  3.060  -2.289  -6.361  0.385
H  3.678  -2.981  -4.858  0.260
H  -0.550  -2.362  -4.399  0.244
H  0.626  -3.590  -3.933  0.231
H  0.466  -3.122  -5.629  0.429
C  -1.983  -0.963  3.850  -1.361
C  -3.490  -0.771  3.668  0.454
C  -3.873  0.711  3.691  -1.344
C  -4.038  -1.492  2.456  0.565
C  -4.975  -2.486  2.641  -0.885
C  -5.524  -3.181  1.567  -1.142
C  -5.112  -2.877  0.275  -0.909
C  -4.167  -1.904  0.012  0.351
C  -3.757  -1.666  -1.427  0.489
C  -3.985  -0.230  -1.901  -1.516
C  -2.327  -2.148  -1.678  -0.538
C  -3.610  -1.181  1.119  0.576
N  -2.757  -0.182  0.963  -0.075
H  -1.660  -0.522  4.794  0.386
H  -1.424  -0.488  3.048  0.016
H  -1.721  -2.023  3.859  0.416
H  -3.976  -1.242  4.530  0.561
H  -3.447  1.237  2.838  0.126
H  -3.501  1.181  4.603  0.396
H  -4.957  0.834  3.659  0.433
H  -5.287  -2.718  3.653  0.384
H  -6.265  -3.951  1.736  0.367
H  -5.537  -3.411  -0.566  0.405
H  -4.420  -2.303  -2.023  0.473
H  -3.456  0.496  -1.288  0.119
H  -5.049  0.014  -1.883  0.380
H  -3.625  -0.116  -2.923  0.399
H  -1.625  -1.699  -0.977  -0.179
H  -1.996  -1.875  -2.681  -0.096
H  -2.269  -3.234  -1.579  0.434
F  -0.199  4.111  -0.995  -0.356
B  1.067  4.431  -0.457  0.185
F  1.261  3.719  0.741  -0.163
F  2.069  4.071  -1.380  -0.240
F  1.127  5.804  -0.200  -0.364

***

# 2
C67H89FN10O7 | wB97M-V/def2-TZVPD

Values from the calculation:
Kohn-Sham gap (eV): 8.228
E_HOMO (Eh): -0.2899
LUMO (eV): 0.34
Structure (SMILES): CCCCCCCC[C@]1(CCC(N)=O)[N@@H+](OCCC)C[C@@H](F)O[C@@]1(CCCCCCOC(C)=O)C(=O)[O-].c1ccncc1.c1ccncc1.c1ccncc1.c1ccncc1.c1ccncc1.c1ccncc1.c1ccncc1.c1ccncc1
2S+1: 1

Each line ends with the Mulliken charge.
CARTESIAN COORDINATES (ANGSTROEM)
C  -0.602  -7.777  -1.032  -1.151
C  -1.439  -7.463  -2.285  -0.554
C  -1.427  -5.946  -2.524  0.478
C  -1.654  -5.555  -4.004  -1.208
C  -0.837  -4.335  -4.421  -1.135
C  -1.452  -3.066  -3.810  0.498
C  -0.482  -1.887  -3.699  -1.732
C  -0.967  -0.670  -2.914  -1.111
C  -1.334  -0.798  -1.430  -0.478
C  -0.648  -1.925  -0.667  -0.503
C  0.885  -2.040  -0.812  0.387
C  1.262  -3.480  -1.079  -0.515
N  0.840  -4.381  -0.074  -0.285
O  1.887  -3.858  -2.053  -0.651
N  -2.818  -1.164  -1.460  0.334
O  -3.234  -1.822  -0.296  0.038
C  -4.236  -2.803  -0.557  0.376
C  -4.259  -3.691  0.682  -0.531
C  -4.503  -2.912  1.974  -1.217
C  -3.753  -0.038  -1.778  -0.768
C  -3.169  1.376  -1.916  0.097
F  -4.013  2.205  -1.217  -0.458
O  -1.854  1.553  -1.631  -0.290
C  -1.199  0.600  -0.758  2.204
C  0.248  1.121  -0.676  -0.988
C  0.809  1.487  0.708  -2.440
C  1.188  0.336  1.667  -0.178
C  2.688  -0.005  1.637  -0.547
C  3.371  0.225  3.007  0.370
C  4.573  -0.717  3.211  -1.243
O  5.812  -0.001  3.380  -0.213
C  6.312  0.373  2.141  0.785
C  6.106  1.814  1.764  -1.132
O  6.886  -0.447  1.440  -0.684
C  -1.827  0.706  0.672  -0.074
O  -2.215  1.858  0.971  -0.772
O  -1.840  -0.316  1.421  -0.832
H  -0.758  -6.963  -0.328  0.205
H  -0.906  -8.698  -0.546  0.406
H  0.453  -7.785  -1.292  0.271
H  -1.058  -7.983  -3.157  0.356
H  -2.455  -7.775  -2.049  0.325
H  -0.434  -5.585  -2.264  -0.151
H  -2.206  -5.481  -1.926  0.042
H  -2.706  -5.279  -4.093  0.311
H  -1.489  -6.404  -4.662  0.553
H  -0.952  -4.250  -5.501  0.433
H  0.215  -4.447  -4.174  0.501
H  -1.945  -3.356  -2.879  -0.454
H  -2.252  -2.769  -4.493  0.402
H  -0.338  -1.537  -4.721  0.797
H  0.499  -2.259  -3.423  0.424
H  -0.223  0.107  -3.043  0.527
H  -1.822  -0.286  -3.475  0.294
H  -0.888  -1.912  0.388  1.197
H  -1.053  -2.864  -1.040  0.604
H  1.316  -1.478  -1.630  0.790
H  1.428  -1.778  0.089  -0.992
H  1.221  -4.073  0.817  0.248
H  1.305  -5.258  -0.292  0.337
H  -2.911  -1.843  -2.222  0.776
H  -4.014  -3.436  -1.418  0.173
H  -5.205  -2.304  -0.630  -0.304
H  -5.014  -4.448  0.479  0.600
H  -3.306  -4.216  0.684  0.174
H  -5.539  -3.030  2.273  0.327
H  -4.206  -1.873  1.915  0.208
H  -3.931  -3.389  2.764  0.381
H  -4.517  -0.008  -1.013  0.247
H  -4.284  -0.284  -2.689  0.299
H  -3.302  1.688  -2.952  0.270
H  0.968  0.474  -1.169  0.119
H  0.279  2.045  -1.246  0.586
H  1.756  1.983  0.487  1.146
H  0.227  2.253  1.205  0.426
H  0.968  0.705  2.665  0.173
H  0.539  -0.521  1.533  0.698
H  3.238  0.616  0.931  0.258
H  2.899  -1.044  1.383  0.164
H  2.672  0.002  3.807  0.704
H  3.705  1.251  3.106  -0.548
H  4.684  -1.416  2.383  0.499
H  4.404  -1.325  4.092  0.287
H  5.453  2.307  2.474  0.202
H  5.643  1.842  0.783  0.308
H  7.084  2.285  1.749  0.509
C  -3.617  3.915  -6.531  -0.202
C  -4.335  2.760  -6.801  -0.457
C  -3.796  1.546  -6.408  -0.312
N  -2.623  1.423  -5.788  -0.319
C  -1.946  2.543  -5.538  -0.116
C  -2.397  3.807  -5.885  -0.579
H  -4.004  4.883  -6.820  0.378
H  -5.291  2.799  -7.304  0.386
H  -4.325  0.617  -6.596  0.437
H  -0.995  2.414  -5.032  0.373
H  -1.806  4.683  -5.655  0.400
C  -9.373  0.904  -2.846  -0.133
C  -8.599  0.773  -3.988  -0.726
C  -7.459  -0.012  -3.923  -0.119
N  -7.062  -0.648  -2.822  -0.352
C  -7.821  -0.509  -1.733  0.046
C  -8.980  0.249  -1.692  -0.709
H  -10.270  1.507  -2.853  0.525
H  -8.872  1.269  -4.910  0.365
H  -6.825  -0.144  -4.794  0.400
H  -7.474  -1.035  -0.850  0.349
H  -9.558  0.329  -0.784  0.384
C  7.576  2.971  -3.784  -0.163
C  7.001  3.872  -2.902  -0.490
C  5.805  3.522  -2.295  -0.210
N  5.174  2.369  -2.511  -0.309
C  5.741  1.517  -3.361  -0.139
C  6.935  1.766  -4.020  -0.500
H  8.511  3.204  -4.278  0.368
H  7.468  4.823  -2.688  0.361
H  5.319  4.194  -1.595  0.377
H  5.205  0.587  -3.519  0.360
H  7.351  1.035  -4.699  0.360
C  -2.766  3.808  5.221  -0.243
C  -2.964  2.914  4.183  -0.631
C  -2.058  1.872  4.020  -0.062
N  -1.000  1.696  4.813  -0.346
C  -0.823  2.570  5.804  -0.316
C  -1.669  3.637  6.055  -0.523
H  -3.453  4.632  5.377  0.391
H  -3.799  3.016  3.504  0.416
H  -2.174  1.150  3.221  0.503
H  0.054  2.396  6.421  0.383
H  -1.473  4.315  6.875  0.415
C  -12.312  5.056  -0.375  -0.119
C  -12.810  3.855  0.102  -0.620
C  -12.026  2.720  -0.031  -0.059
N  -10.819  2.715  -0.596  -0.256
C  -10.358  3.879  -1.049  -0.126
C  -11.059  5.072  -0.963  -0.658
H  -12.892  5.966  -0.289  0.367
H  -13.784  3.797  0.567  0.356
H  -12.377  1.759  0.331  0.363
H  -9.373  3.846  -1.505  0.396
H  -10.631  5.988  -1.347  0.354
C  1.725  6.078  3.371  -0.471
C  1.328  4.867  3.915  -0.279
C  2.157  3.772  3.752  -0.198
N  3.316  3.814  3.101  -0.174
C  3.692  4.984  2.590  -0.247
C  2.936  6.142  2.697  -0.598
H  1.104  6.958  3.473  0.408
H  0.391  4.766  4.446  0.248
H  1.880  2.804  4.159  0.455
H  4.641  4.986  2.064  0.398
H  3.286  7.068  2.261  0.381
C  8.172  -3.101  2.764  0.185
C  7.489  -4.279  2.506  -0.550
C  8.050  -5.475  2.928  -0.265
N  9.214  -5.562  3.568  -0.583
C  9.859  -4.422  3.808  -0.305
C  9.385  -3.174  3.431  -0.553
H  7.765  -2.146  2.452  0.581
H  6.540  -4.271  1.987  0.415
H  7.545  -6.419  2.747  0.341
H  10.806  -4.522  4.328  0.355
H  9.953  -2.280  3.655  0.451
C  10.331  0.169  6.380  -0.373
C  9.102  0.061  5.752  -0.517
C  8.610  1.166  5.073  -0.169
N  9.253  2.331  4.994  -0.532
C  10.432  2.417  5.606  -0.223
C  11.014  1.372  6.307  -0.374
H  10.750  -0.672  6.919  0.397
H  8.533  -0.859  5.783  0.450
H  7.654  1.122  4.565  0.624
H  10.932  3.376  5.526  0.363
H  11.977  1.499  6.784  0.364

***

# 3
C11H16BrClHoINO2P | wB97M-V/def2-TZVPD

Values from the calculation:
Kohn-Sham gap (spin up / spin down) (eV): 6.092 / 6.136
E_HOMO (spin up / spin down) (Eh): -0.5423 / -0.5439
Net charge: +2
LUMO (spin up / spin down) (eV): -8.66 / -8.66
2S+1: 5

Each line ends with the Mulliken charge.
CARTESIAN COORDINATES (ANGSTROEM)
C  -3.754  2.094  -4.130  -0.587
C  -3.784  0.691  -3.780  0.671
H  -4.443  2.300  -4.969  0.367
H  -2.706  2.275  -4.446  0.313
H  -4.034  2.710  -3.251  0.319
O  -3.766  -0.303  -3.171  -0.092
I  -3.593  1.678  1.024  -0.295
Ho  -0.969  0.989  0.302  0.805
P  0.806  -1.064  -0.961  0.701
C  0.929  -2.866  -0.654  -1.267
C  0.593  -0.944  -2.762  -1.145
H  2.665  0.471  -0.808  0.356
H  3.185  -1.094  -1.548  0.442
H  2.935  -0.970  0.236  0.350
C  2.586  -0.627  -0.751  -1.203
H  0.402  0.111  -3.012  0.327
H  1.501  -1.281  -3.267  0.400
H  1.659  -3.293  -1.355  0.400
H  -0.054  -3.351  -0.782  0.411
H  -0.262  -1.547  -3.080  0.330
H  1.269  -3.023  0.390  0.346
C  -1.493  -1.394  0.502  0.349
O  -1.728  -2.445  0.924  -0.174
Cl  -0.022  2.778  -1.027  -0.445
Br  3.135  -1.615  4.142  -0.091
C  1.808  -0.237  3.781  -0.536
C  1.738  0.888  4.606  -0.048
C  0.839  1.896  4.286  -0.883
C  0.074  1.808  3.121  -0.030
N  0.132  0.683  2.347  -0.096
C  0.909  -0.378  2.731  0.146
H  2.410  0.974  5.439  0.485
H  0.772  2.763  4.933  0.399
H  -0.557  2.644  2.787  0.444
H  0.817  -1.323  2.203  0.529

***

# 4
C4H8O3 | wB97M-V/def2-TZVPD

Values from the calculation:
Kohn-Sham gap (eV): 8.907
Energy relative to the best compared isomer or geometry (same formula, charge and spin) (kcal per mole): 132.9
E_HOMO (Eh): -0.3544
LUMO (eV): -0.74
2S+1: 1

Each line ends with the Mulliken charge.
CARTESIAN COORDINATES (ANGSTROEM)
C  2.581  -0.039  0.575  -0.635
O  1.200  0.360  0.633  -0.279
C  0.373  -0.465  -0.007  0.538
O  0.685  -1.426  -0.644  -0.504
C  -1.232  -0.091  0.449  0.522
C  -1.182  0.652  -0.795  -0.988
O  -2.017  -1.103  0.471  -0.660
H  2.692  -1.035  1.009  0.297
H  3.129  0.701  1.156  0.230
H  2.927  -0.058  -0.462  0.299
H  -1.090  0.530  1.350  0.314
H  -0.784  1.664  -0.848  0.302
H  -3.021  0.478  -0.811  0.107
H  -1.208  0.066  -1.709  0.413
H  -3.053  -0.233  -0.366  0.045

***

no.,total energy (eV)
1,-93588.950
2,-102869.518
3,-142990.614
4,-10415.241